[1]
Entry from the OMol25 dataset: 5 unconnected molecules or ions with the total composition C6H24N2O4 at a distorted geometry (the ωB97M-V functional and the def2-TZVPD basis).

Last column: natural (NBO) charge in e.
CARTESIAN COORDINATES (ANGSTROEM)
O (-3.243862, 1.658373, -1.136146)  -0.95
O (1.058866, 2.341347, 0.191703)  -0.94
O (-0.767362, 1.970510, -2.523728)  -0.97
O (-1.757942, 2.210801, 1.504225)  -0.96
N (0.858172, -1.582607, 1.407764)  -0.63
N (0.171992, -0.770183, -1.355167)  -0.65
C (0.142251, -0.322708, 3.480692)  -0.65
C (1.526209, -0.936062, -1.869131)  -0.22
C (0.887273, -1.518833, 2.860474)  -0.22
C (-0.418291, -1.963325, 0.765164)  -0.26
C (-0.253034, -2.128426, -0.679220)  -0.24
C (1.783661, 0.014558, -3.117153)  -0.63
H (2.210241, -0.781599, -1.115512)  0.17
H (1.110657, -0.694510, 1.129751)  0.34
H (1.664386, -1.930424, -2.297453)  0.19
H (-1.177631, -1.163585, 1.055149)  0.17
H (-1.369612, 2.042604, 2.463770)  0.50
H (-2.185975, 3.000031, 1.413402)  0.47
H (-1.269847, 1.141631, -2.272536)  0.50
H (0.131869, -0.036077, -0.577927)  0.36
H (-3.669418, 2.442116, -1.394149)  0.46
H (0.502152, -2.593825, 3.167059)  0.18
H (-0.776162, -2.858226, 1.346043)  0.21
H (-2.431423, 1.969475, -0.639487)  0.49
H (1.487269, -0.470249, -4.002221)  0.20
H (0.837681, 0.611653, 3.501691)  0.21
H (1.837140, -1.627686, 3.385507)  0.20
H (0.414387, -3.073254, -0.923669)  0.20
H (0.779719, 3.003135, -0.417266)  0.47
H (1.194823, 0.903547, -2.965364)  0.23
H (1.581658, 1.722075, -0.465803)  0.46
H (-0.157507, -0.541196, 4.455588)  0.21
H (-1.513541, 2.388258, -3.034172)  0.47
H (-1.186279, -2.697773, -1.139484)  0.20
H (2.828220, 0.355512, -3.273696)  0.20
H (-0.830740, -0.085077, 3.071301)  0.20

Forces on atoms 1 to 2 (eV/Å):
O 2.111 -1.049 1.329
O 2.224 -2.878 -1.427

Calculated values
* gap between HOMO and LUMO: 9.0 eV
* relative energy (zero: lowest compared OMol25 entry of this formula, charge and spin): 75.65 kcal/mol
* SMILES string: CCNCCNCC.O.O.O.O
* electronic energy: -653.3508 hartree
* multiplicity: 1

[2]
Entry from the OMol25 dataset: a molecular structure, C4H6N2OS at a distorted geometry (the ωB97M-V functional and the def2-TZVPD basis).

Last column: natural (NBO) charge in e.
CARTESIAN COORDINATES (ANGSTROEM)
S (-2.025006, 0.399998, -0.245334)  0.33
O (-0.775521, 3.181310, 0.246579)  -0.48
N (0.423109, -0.148272, -0.044125)  -0.28
N (1.871450, 0.231713, -0.237448)  -0.33
C (0.039102, 2.273191, -0.131083)  0.34
C (2.886115, -0.556540, 0.004706)  -0.07
C (-0.402585, 0.890518, -0.157273)  -0.05
C (-2.297235, -1.432645, 0.086645)  -0.74
H (-3.319540, -1.740042, -0.055614)  0.24
H (3.810183, -0.067661, -0.109566)  0.21
H (-1.552396, -2.170347, -0.605001)  0.25
H (2.540459, -1.708725, 0.663712)  0.16
H (1.048509, 2.523291, -0.628744)  0.19
H (-2.246639, -1.675791, 1.212547)  0.24

Forces on atoms 1 to 2 (eV/Å):
S -3.075 -0.040 0.102
O 3.324 -3.322 -1.174

Calculated values
* gap between HOMO and LUMO: 8.1 eV
* relative energy (zero: lowest compared OMol25 entry of this formula, charge and spin): 146.66 kcal/mol
* electronic energy: -738.7710 hartree
* multiplicity: 1